Entry 1:
Molecular formula: C21H18AlF3N8O4S
Method: DFT, the ωB97M-V functional and the def2-TZVPD basis

Element x y z (Å)
1 Al 0.08273 -0.43533 -0.28604
2 C 3.74724 -0.96517 -2.33846
3 C 2.36262 -0.91600 -2.22014
4 N 1.79331 -0.12987 -1.30954
5 C 2.59158 0.63416 -0.52480
6 C 3.97118 0.54498 -0.64679
7 N 4.53476 -0.25950 -1.53759
8 C 1.84952 1.59481 0.31843
9 C 2.30419 2.83460 0.71877
10 C 1.37260 3.80711 1.11678
11 C 0.00773 3.50225 0.99548
12 C -0.36659 2.24116 0.57713
13 N 0.54981 1.28884 0.38775
14 C -1.63737 1.88667 -0.09062
15 C -2.83707 2.57682 -0.02442
16 N -3.80030 2.36475 -0.91302
17 C -3.59743 1.46721 -1.86095
18 C -2.44542 0.67915 -1.87461
19 N -1.48027 0.88639 -0.99033
20 C 1.79805 5.17107 1.47354
21 C 1.06976 5.94764 2.37156
22 C 1.49026 7.24638 2.62240
23 N 2.55624 7.78067 2.04201
24 C 3.25360 7.04968 1.18388
25 C 2.91696 5.74151 0.86588
26 H 4.24038 -1.59027 -3.07193
27 H 1.70147 -1.49185 -2.85480
28 H 4.63670 1.11739 -0.01147
29 H 3.35862 3.06685 0.68150
30 H -0.73790 4.27344 1.12849
31 H -3.03259 3.31452 0.74529
32 H -4.36979 1.35570 -2.61116
33 H -2.29141 -0.11424 -2.59414
34 H 0.21506 5.54622 2.90190
35 H 0.95353 7.88675 3.31212
36 H 4.11162 7.53171 0.73027
37 H 3.49943 5.20623 0.12810
38 F -3.31903 -2.93255 -1.69530
39 C -3.29279 -2.46561 -0.46027
40 F -3.89063 -3.28737 0.36293
41 F -3.87272 -1.27013 -0.41305
42 S -1.51255 -2.26417 0.06091
43 O -1.06105 -3.46437 0.66070
44 O -0.76480 -1.85715 -1.18825
45 O -1.45298 -1.03370 0.88490
46 C 2.03101 -3.94751 -0.32468
47 N 1.96806 -3.55727 1.07692
48 C 1.46110 -2.43243 1.54993
49 N 1.35243 -2.25318 2.86784
50 O 1.12412 -1.47352 0.77504
51 H 3.05455 -3.88839 -0.69437
52 H 1.38979 -3.30036 -0.91412
53 H 1.67112 -4.96860 -0.42182
54 H 2.23340 -4.26527 1.74335
55 H 1.49341 -3.00724 3.51913
56 H 0.88314 -1.42970 3.20123

Results
Molecular weight = 562.47 g mol⁻¹
Total charge = +2
Gap between HOMO and LUMO = 6.988 eV
DFT total energy = -67756.09606 eV
HOMO level = -14.39 eV

Entry 2:
Molecular formula: C21H18BrCrN11O8
Method: DFT, the ωB97M-V functional and the def2-TZVPD basis

Element x y z (Å)
1 Cr 0.33480 -0.44249 0.61619
2 N 1.51528 3.00252 2.57343
3 C 0.55197 2.41341 1.86997
4 N 0.89928 1.15691 1.70160
5 C 2.12482 1.04587 2.30587
6 N 2.52686 2.15366 2.85462
7 C 2.80350 -0.24187 2.18255
8 C 3.93440 -0.63394 2.88040
9 N 4.45471 -1.84284 2.72076
10 C 3.84743 -2.65972 1.86445
11 C 2.71767 -2.27813 1.16091
12 N 2.20003 -1.06253 1.31416
13 H 1.58031 3.96714 2.85571
14 H -0.34772 2.89041 1.51014
15 H 4.41531 0.04151 3.57772
16 H 4.27670 -3.64486 1.72914
17 H 2.22939 -2.94439 0.46318
18 O -0.08396 -1.66590 2.19074
19 C -1.13132 -1.75954 2.87368
20 C -2.35534 -1.11204 2.62958
21 C -3.43168 -1.34396 3.50912
22 C -4.63005 -0.75735 3.26737
23 C -4.81919 0.07246 2.14526
24 C -3.79002 0.30798 1.27868
25 C -2.51613 -0.27195 1.48587
26 O -1.56302 -0.03978 0.64654
27 N -5.75072 -1.00066 4.18800
28 O -5.53561 -1.69709 5.16204
29 O -6.81846 -0.48928 3.91307
30 H -1.08781 -2.42415 3.74248
31 H -3.31498 -1.98881 4.37092
32 H -5.79291 0.51320 1.98469
33 H -3.92016 0.93500 0.40697
34 N -0.11156 -2.14898 -0.78411
35 N 0.67583 -2.68303 -1.83551
36 C 1.75659 -2.02507 -2.34551
37 N 2.14949 -2.38878 -3.56270
38 N 2.34166 -1.17530 -1.53125
39 N 3.38206 -0.38926 -1.94511
40 O 3.81949 0.36532 -1.09960
41 O 3.82045 -0.42818 -3.10099
42 H -0.56694 -2.94553 -0.35851
43 H -0.81172 -1.51109 -1.23995
44 H 0.12635 -3.18326 -2.51491
45 H 1.63905 -3.04878 -4.12317
46 H 2.95952 -1.92158 -3.93598
47 Br -3.03193 2.49073 -2.20101
48 C -1.44002 2.70861 -3.20563
49 C -1.41456 3.68380 -4.18757
50 C -0.24523 3.89813 -4.90403
51 C 0.88873 3.15303 -4.62319
52 C 0.85055 2.17941 -3.63815
53 C -0.31805 1.93671 -2.92522
54 C -0.36684 0.76255 -1.98598
55 O -0.97396 -0.24923 -2.36037
56 O 0.33222 0.87605 -0.91191
57 H -2.30364 4.26468 -4.39123
58 H -0.22551 4.65700 -5.67543
59 H 1.80651 3.32838 -5.17034
60 H 1.73808 1.59488 -3.41844

Results
Molecular weight = 684.34 g mol⁻¹
Total charge = +1
Gap between HOMO and LUMO (spin up / spin down) = 7.512 / 7.175 eV
DFT total energy = -153295.50536 eV
Multiplicity = 4
HOMO level (spin up / spin down) = -11.21 / -11.22 eV

Entry 3:
Molecular formula: C21H18BrN3O5S
Method: DFT, the ωB97M-V functional and the def2-TZVPD basis

Element x y z (Å)
1 O 4.21967 2.10153 1.69371
2 C 3.14448 1.47570 1.66937
3 N 1.92914 2.05571 1.82769
4 C 0.95544 1.08980 1.62718
5 C -0.48066 1.08964 1.55251
6 C -1.19491 -0.08482 1.27753
7 C -2.71772 -0.10478 1.27852
8 N -3.13582 0.38741 -0.06825
9 S -4.70974 -0.05252 -0.47730
10 O -4.59298 -1.35483 -1.15296
11 O -5.49882 -0.20627 0.76774
12 C -5.27161 1.32356 -1.52608
13 C -4.41249 1.45585 -2.73632
14 C -3.72246 2.66221 -2.92123
15 C -2.81624 2.83793 -3.96819
16 C -2.63654 1.82237 -4.88809
17 C -3.33567 0.58925 -4.70303
18 C -4.21308 0.43328 -3.68402
19 C -0.49600 -1.27531 1.06791
20 C 0.90304 -1.31988 1.20710
21 C 1.60835 -0.15294 1.48295
22 N 2.98000 0.09147 1.61212
23 C 4.03952 -0.88745 1.68559
24 C 3.76894 -2.01154 2.49996
25 C 4.72606 -3.02939 2.71175
26 Br 4.32166 -4.56695 3.73951
27 C 5.95721 -2.89901 2.09640
28 O 6.94962 -3.86129 2.24165
29 C 6.23666 -1.78608 1.32851
30 C 5.29625 -0.77506 1.11425
31 O 5.64030 0.26297 0.29824
32 H 1.87359 3.05408 1.70655
33 H -1.07103 2.01246 1.71784
34 H -3.11057 -1.12464 1.44915
35 H -3.12395 0.54453 2.08163
36 H -2.53315 0.03218 -0.81075
37 H -5.26044 2.21454 -0.93786
38 H -6.32763 1.15666 -1.79926
39 H -3.84662 3.45431 -2.22753
40 H -2.27199 3.79142 -4.11393
41 H -1.95353 1.99065 -5.72088
42 H -3.21348 -0.23614 -5.42053
43 H -4.79025 -0.47012 -3.61546
44 H -1.03335 -2.19993 0.83838
45 H 1.45473 -2.23686 0.99306
46 H 2.81915 -2.06878 3.02006
47 H 6.53341 -4.63586 2.71632
48 H 7.18951 -1.69696 0.83089
49 H 5.22400 1.10787 0.63759

Results
Molecular weight = 504.36 g mol⁻¹
Total charge = 0
SMILES string = O=c1[nH]c2cc(CNS(=O)(=O)Cc3ccccc3)ccc2n1-c1cc(Br)c(O)cc1O
Gap between HOMO and LUMO = 8.867 eV
DFT total energy = -117655.03590 eV
HOMO level = -8.48 eV

Entry 4:
Molecular formula: C21H18CoN5O
Method: DFT, the ωB97M-V functional and the def2-TZVPD basis

Element x y z (Å)
1 Co -0.42835 -1.94863 -0.76490
2 C 4.57890 1.62220 2.76469
3 C 3.38223 1.16236 2.00826
4 C 2.26074 1.99131 1.84040
5 C 1.17537 1.55723 1.13752
6 C 1.13290 0.27026 0.52801
7 N 0.07098 -0.10053 -0.20978
8 C -0.84683 0.80517 -0.73273
9 C -0.41168 1.96476 -1.40121
10 C -1.29900 2.84275 -1.97391
11 C -2.67677 2.60741 -1.92416
12 C -3.63689 3.55119 -2.57130
13 C -3.11830 1.45349 -1.28358
14 C -2.24145 0.56010 -0.68800
15 N -2.78842 -0.54656 0.02391
16 C -3.97633 -0.59648 0.66433
17 C -4.13207 -1.86226 1.18190
18 C -2.97605 -2.54505 0.81750
19 N -2.16166 -1.74268 0.12939
20 C 2.23359 -0.61199 0.78967
21 C 3.31716 -0.13898 1.50171
22 N 2.27117 -1.96110 0.33864
23 C 3.37381 -2.74346 0.25071
24 C 2.97932 -4.02403 -0.05303
25 C 1.59367 -3.95381 -0.14670
26 N 1.16464 -2.70955 0.09793
27 H 4.74749 2.68912 2.62845
28 H 5.47363 1.07398 2.47616
29 H 4.43053 1.46048 3.83716
30 H 2.24992 2.97389 2.29449
31 H 0.30221 2.18868 1.05243
32 H 0.65373 2.13704 -1.48439
33 H -0.92890 3.72117 -2.48739
34 H -3.30247 4.58054 -2.45007
35 H -4.64270 3.44915 -2.16976
36 H -3.68815 3.35929 -3.64627
37 H -4.18062 1.24708 -1.26433
38 H -4.62694 0.25771 0.73768
39 H -4.96429 -2.23849 1.75034
40 H -2.69347 -3.56112 1.04199
41 H 4.14822 -0.79428 1.72156
42 H 4.36928 -2.36061 0.38649
43 H 3.60373 -4.88838 -0.19658
44 H 0.89026 -4.74566 -0.35524
45 O -0.29791 -2.95900 -3.60237
46 C -0.38425 -2.49368 -2.59558

Results
Molecular weight = 415.34 g mol⁻¹
Total charge = +2
Gap between HOMO and LUMO (spin up / spin down) = 7.899 / 6.122 eV
DFT total energy = -69178.88172 eV
Multiplicity = 5
HOMO level (spin up / spin down) = -14.08 / -14.73 eV

Entry 5:
Molecular formula: C21H18F13N3O
Method: DFT, the ωB97M-V functional and the def2-TZVPD basis

Element x y z (Å)
1 N 5.31486 0.64218 -1.35297
2 C 6.20178 1.75637 -1.16046
3 O 7.36421 1.58040 -0.97036
4 C 5.64086 3.17608 -1.24235
5 C 4.84457 3.66894 -0.03476
6 N 3.79349 2.72786 0.44649
7 C 2.69817 2.53172 -0.30551
8 C 1.71093 1.66087 0.09901
9 C 1.85588 0.97208 1.30931
10 C 0.79879 0.00929 1.74047
11 C 0.94522 -1.35279 1.47940
12 C -0.07130 -2.21828 1.83475
13 N -1.18176 -1.76277 2.43183
14 C -2.30072 -2.70708 2.72133
15 C -3.37324 -2.67727 1.62541
16 C -3.08085 -3.51046 0.36211
17 F -4.17055 -4.21372 0.02753
18 F -2.07082 -4.40128 0.61343
19 C -2.62390 -2.72573 -0.91172
20 F -2.66852 -3.55624 -1.95549
21 F -1.33162 -2.34354 -0.71366
22 C -3.44799 -1.44645 -1.23458
23 F -4.73669 -1.66046 -0.92668
24 F -2.97262 -0.44919 -0.42189
25 C -3.32229 -0.97244 -2.71032
26 F -2.01646 -1.09038 -3.05412
27 F -4.06618 -1.77217 -3.47945
28 C -3.72003 0.51595 -3.00002
29 F -2.78138 1.32680 -2.45338
30 F -3.68396 0.64298 -4.33571
31 C -5.12120 0.99644 -2.52246
32 F -5.37281 2.18480 -3.05932
33 F -6.05977 0.11530 -2.88822
34 F -5.13455 1.11579 -1.18163
35 C -1.32837 -0.45967 2.72846
36 C -0.35727 0.45647 2.39000
37 C 2.99790 1.20086 2.07648
38 C 3.94856 2.09123 1.61694
39 H 4.88297 0.35041 -0.48327
40 H 4.57340 0.88020 -2.00544
41 H 6.50471 3.83686 -1.31365
42 H 5.06629 3.29813 -2.16578
43 H 5.49821 3.88056 0.80790
44 H 4.32338 4.59154 -0.29189
45 H 2.62005 3.08196 -1.23464
46 H 0.83484 1.51574 -0.52079
47 H 1.83065 -1.73415 0.98774
48 H -0.01790 -3.27905 1.63297
49 H -1.86824 -3.69109 2.87204
50 H -2.74861 -2.39164 3.66250
51 H -4.29486 -3.07779 2.05135
52 H -3.58284 -1.64360 1.36788
53 H -2.24677 -0.17468 3.22600
54 H -0.50031 1.50139 2.62894
55 H 3.14999 0.69832 3.02258
56 H 4.85465 2.30445 2.16766

Results
Molecular weight = 575.37 g mol⁻¹
Total charge = +2
Gap between HOMO and LUMO = 7.965 eV
DFT total energy = -63899.51267 eV
HOMO level = -15.43 eV

Entry 6:
Molecular formula: C21H18FNO5
Method: DFT, the ωB97M-V functional and the def2-TZVPD basis

Element x y z (Å)
1 C -4.48381 -1.91877 2.30257
2 O -3.35163 -1.35518 1.68568
3 C -3.42080 -1.01692 0.37550
4 C -4.53665 -1.20314 -0.43358
5 C -4.50999 -0.82019 -1.76378
6 C -3.37731 -0.24659 -2.30812
7 C -2.26054 -0.06090 -1.51109
8 C -2.27048 -0.43542 -0.17944
9 C -1.05015 -0.23977 0.68766
10 O -0.33944 0.95987 0.36233
11 C -0.95221 2.11670 0.68519
12 O -2.03710 2.19219 1.19591
13 C -0.09212 3.25098 0.32988
14 C 1.19268 3.28981 -0.16141
15 C 1.51695 4.65297 -0.29646
16 C 0.41128 5.33976 0.12003
17 O -0.55540 4.50626 0.49830
18 C -0.10815 -1.43209 0.46743
19 O -0.18986 -2.45415 1.10877
20 N 0.75662 -1.23854 -0.54641
21 C 1.81056 -2.17927 -0.86421
22 C 3.15105 -1.64664 -0.42760
23 C 4.14001 -1.33620 -1.35084
24 C 5.35297 -0.81225 -0.93803
25 C 5.55658 -0.59610 0.41191
26 F 6.73406 -0.07935 0.82119
27 C 4.58777 -0.89250 1.35467
28 C 3.38494 -1.41960 0.92492
29 H -4.76113 -2.87044 1.83860
30 H -4.19308 -2.09587 3.33664
31 H -5.33749 -1.23400 2.27754
32 H -5.43570 -1.64344 -0.03298
33 H -5.38794 -0.97098 -2.37408
34 H -3.35960 0.05598 -3.34369
35 H -1.37349 0.39694 -1.92507
36 H -1.36173 -0.21794 1.73736
37 H 1.81601 2.44745 -0.38089
38 H 2.43864 5.06649 -0.65029
39 H 0.21038 6.39125 0.18653
40 H 0.81368 -0.31640 -0.94942
41 H 1.56933 -3.10031 -0.32568
42 H 1.80563 -2.37806 -1.93989
43 H 3.96671 -1.50905 -2.40295
44 H 6.13151 -0.57058 -1.64415
45 H 4.78346 -0.71334 2.39988
46 H 2.61494 -1.66269 1.64152

Results
Molecular weight = 383.37 g mol⁻¹
Total charge = 0
SMILES string = COc1ccccc1[C@H](OC(=O)c1ccco1)C(=O)NCc1ccc(F)cc1
Gap between HOMO and LUMO = 9.084 eV
DFT total energy = -36514.00490 eV
HOMO level = -8.52 eV